DFT (wB97M-V/def2-TZVPD) results for a single C4H10N2 molecule.

Structure (XYZ):
```
16
Properties=species:S:1:pos:R:3:forces:R:3:lowdin_charge:R:1
C 1.132 -0.262 0.061 -0.826 -0.202 0.530 -0.206
C -0.748 0.424 -1.534 -0.235 -0.168 0.282 -0.066
N 0.712 -1.625 0.388 0.445 -0.423 -0.490 -0.171
C -0.059 0.651 -0.218 1.270 0.973 -0.601 -0.391
N -0.254 -1.689 1.415 -1.394 1.809 -0.241 -0.036
C -0.295 1.727 0.533 -0.214 -0.518 -0.079 0.044
H 0.301 -2.063 -0.432 0.120 -0.015 0.165 0.093
H 0.234 -1.533 2.294 -0.132 -0.039 -0.110 0.066
H -0.905 -0.834 1.270 1.045 -1.703 0.747 0.088
H 1.695 0.115 0.921 0.046 0.061 -0.159 0.109
H 1.791 -0.329 -0.810 -0.045 0.169 0.058 0.117
H -0.030 0.203 -2.322 0.081 -0.031 -0.033 0.079
H -1.428 -0.426 -1.460 -0.064 -0.077 -0.124 0.080
H -1.326 1.294 -1.832 -0.127 0.065 -0.011 0.074
H -1.042 2.456 0.262 -0.209 0.063 -0.044 0.060
H 0.221 1.892 1.464 0.240 0.035 0.109 0.059
```
Forces are in eV/Å.

Net charge: 0
Energy above the lowest of the compared OMol25 structures with the same formula, charge and spin, kcal/mol: 44.4
Molar mass, g/mol: 86.1
Lowest unoccupied orbital energy, eV: 0.94
Orbital gap, eV: 10.0272
Spin multiplicity: 1
Electronic energy, hartree: -267.85463

---

DFT (wB97M-V/def2-TZVPD) results for a single CN2O4S molecule.

Structure (XYZ):
```
8
Properties=species:S:1:pos:R:3:forces:R:3:lowdin_charge:R:1
C 1.360 0.776 1.401 0.019 0.833 1.766 -0.302
N 1.617 0.939 0.220 1.013 0.824 -0.217 0.086
N -0.052 -0.480 -0.044 -1.006 -0.622 -0.056 -0.168
O 1.227 0.896 2.544 -0.036 -0.368 0.119 0.219
O -2.291 -1.496 -0.301 -1.106 -0.781 0.896 -0.245
O -1.495 -0.166 -2.268 0.533 -0.693 2.963 -0.269
O 0.994 0.155 -0.677 -0.761 -0.743 -1.907 -0.143
S -1.360 -0.624 -0.875 1.344 1.549 -3.564 0.822
```
Forces are in eV/Å.

Net charge: 0
Energy above the lowest of the compared OMol25 structures with the same formula, charge and spin, kcal/mol: 57.0
Molar mass, g/mol: 136.1
Lowest unoccupied orbital energy (spin up / spin down), eV: -1.41 / -1.41
Orbital gap (spin up / spin down), eV: 8.8260 / 8.8266
Spin multiplicity: 1
Electronic energy, hartree: -846.55706

---

DFT (wB97M-V/def2-TZVPD) results for a single C5H9N molecule.

Structure (XYZ):
```
15
Properties=species:S:1:pos:R:3:forces:R:3:lowdin_charge:R:1
C 1.865 0.110 -0.471 -0.069 0.070 -0.020 -0.178
C 0.872 0.815 0.353 0.232 0.275 -0.326 -0.007
C -1.180 -0.489 1.238 -0.085 -0.234 0.261 -0.149
N -1.493 0.234 -0.001 0.000 0.066 -0.045 -0.090
C -0.422 1.198 -0.349 0.121 0.161 -0.004 -0.260
C -0.972 -1.129 -0.093 -0.034 -0.350 -0.024 -0.150
H 1.605 -0.213 -1.492 -0.049 0.114 0.098 0.073
H 2.336 -0.714 0.085 -0.063 0.209 -0.029 0.088
H 2.664 0.868 -0.533 0.042 0.020 -0.028 0.099
H -2.031 -0.871 1.786 -0.210 0.163 -0.050 0.098
H -0.415 -0.059 1.876 0.161 -0.393 -0.266 0.083
H -0.738 2.181 0.020 0.036 -0.103 -0.088 0.106
H -0.377 1.225 -1.450 0.103 -0.027 0.130 0.111
H -0.030 -1.255 -0.613 0.019 -0.104 0.489 0.076
H -1.683 -1.901 -0.358 -0.205 0.134 -0.098 0.100
```
Forces are in eV/Å.

Net charge: 0
Energy above the lowest of the compared OMol25 structures with the same formula, charge and spin, kcal/mol: 129.0
Molar mass, g/mol: 83.1
Lowest unoccupied orbital energy (spin up / spin down), eV: -0.11 / -0.10
Orbital gap (spin up / spin down), eV: 8.0321 / 8.0242
Spin multiplicity: 1
Electronic energy, hartree: -250.46143

---

DFT (wB97M-V/def2-TZVPD) results for C26H27N4O6PRe as an isolated structure.

Structure (XYZ):
```
65
Properties=species:S:1:pos:R:3:forces:R:3:lowdin_charge:R:1
Re 0.492 -0.112 0.166 0.105 0.717 0.226 1.358
O 4.193 -0.735 1.729 0.021 -0.048 0.129 0.128
C 3.226 -0.322 1.150 -0.095 0.160 -0.006 -0.572
O 1.999 -0.230 1.621 -0.043 -0.288 -0.352 -0.211
C 3.358 0.218 -0.263 -0.116 0.046 0.021 -0.171
C 4.577 0.298 -0.901 0.062 0.039 0.017 0.035
C 4.629 0.826 -2.180 0.003 0.007 -0.060 -0.011
C 3.456 1.285 -2.763 0.040 0.035 0.007 -0.023
C 2.269 1.176 -2.067 -0.023 0.057 0.104 -0.107
N 2.215 0.634 -0.840 -0.135 0.022 -0.084 -0.056
H 5.451 -0.056 -0.373 0.004 -0.018 -0.014 0.136
H 5.567 0.885 -2.716 0.002 0.020 0.024 0.125
H 3.452 1.727 -3.750 0.007 -0.017 0.001 0.120
H 1.333 1.524 -2.482 -0.015 -0.050 -0.006 0.104
C -3.255 0.054 -3.049 -0.013 0.004 -0.021 -0.080
C -3.472 0.225 -1.688 0.028 0.029 0.063 -0.088
C -2.396 0.238 -0.810 0.017 0.025 -0.125 -0.172
C -1.066 0.093 -1.252 -0.010 -0.146 0.108 -0.346
C -0.888 -0.104 -2.631 -0.064 0.080 0.000 -0.136
C -1.960 -0.118 -3.516 0.054 0.018 0.008 -0.082
H -4.090 0.043 -3.737 0.017 -0.005 0.010 0.110
H -4.482 0.331 -1.310 0.014 -0.001 -0.009 0.107
H -2.599 0.331 0.255 -0.014 -0.024 0.000 0.082
H 0.108 -0.269 -3.031 -0.014 -0.033 0.002 0.082
H -1.783 -0.271 -4.574 -0.005 0.003 0.015 0.108
C -1.959 4.312 2.150 0.037 -0.012 0.002 -0.098
N -1.192 4.486 0.823 0.011 -0.028 0.013 -0.061
C 0.164 5.142 1.153 0.023 -0.057 0.020 -0.099
N 0.875 4.378 2.113 0.009 -0.014 0.013 -0.138
C 0.090 4.222 3.338 0.019 -0.054 -0.049 -0.136
N -1.191 3.566 3.078 -0.007 -0.007 0.063 -0.141
C -1.034 2.154 2.707 0.014 0.013 -0.113 -0.253
P -0.053 1.971 1.151 0.161 -0.263 -0.086 0.902
C -1.016 3.171 0.122 0.021 -0.060 -0.041 -0.215
C 1.349 3.091 1.591 -0.105 -0.022 -0.005 -0.261
H -2.902 3.825 1.911 -0.006 -0.035 -0.011 0.149
H -2.143 5.320 2.521 0.003 0.025 -0.002 0.149
H -1.722 5.116 0.218 -0.003 0.008 -0.002 0.186
H -0.069 6.134 1.538 -0.020 0.020 0.022 0.149
H 0.713 5.226 0.217 0.007 -0.005 -0.030 0.147
H -0.094 5.205 3.772 -0.019 0.029 -0.018 0.144
H 0.658 3.630 4.052 -0.002 0.006 0.007 0.145
H -2.015 1.691 2.576 -0.011 -0.004 0.013 0.102
H -0.529 1.618 3.511 0.014 0.003 0.019 0.112
H -1.997 2.753 -0.105 -0.022 0.023 -0.010 0.094
H -0.498 3.336 -0.824 0.001 0.054 0.003 0.112
H 1.964 3.249 0.702 0.034 0.030 0.001 0.102
H 1.975 2.597 2.335 0.013 -0.002 0.020 0.109
O 0.857 -2.074 -0.550 -0.142 -0.464 0.016 -0.066
C -0.026 -2.560 0.223 0.138 0.104 0.036 -0.570
O -0.651 -1.798 1.004 -0.031 0.077 0.127 -0.048
C -0.322 -4.023 0.195 0.004 0.051 0.060 -0.047
C -0.747 -4.662 1.408 -0.050 0.068 0.021 0.080
C -1.028 -6.002 1.474 -0.007 -0.016 0.036 0.076
C -0.893 -6.691 0.276 0.059 0.173 -0.080 -0.146
O -1.097 -7.964 0.037 -0.041 -0.234 -0.106 0.151
C -0.852 -8.202 -1.357 0.007 0.072 0.084 -0.008
O -0.439 -6.939 -1.897 -0.015 -0.182 -0.207 0.152
C -0.480 -6.049 -0.934 -0.041 -0.014 0.205 -0.133
C -0.179 -4.694 -0.993 0.072 -0.018 -0.020 0.127
H -0.843 -4.054 2.298 0.029 0.063 -0.068 0.145
H -1.333 -6.495 2.386 -0.001 -0.001 -0.023 0.148
H -1.773 -8.523 -1.839 -0.080 0.043 -0.014 0.171
H -0.056 -8.933 -1.473 0.099 0.024 0.042 0.171
H 0.152 -4.202 -1.897 -0.001 -0.025 0.005 0.157
```
Forces are in eV/Å.

Net charge: +2
Molar mass, g/mol: 708.7
Lowest unoccupied orbital energy (spin up / spin down), eV: -5.41 / -8.72
Orbital gap (spin up / spin down), eV: 7.2363 / 3.7217
Spin multiplicity: 4
Electronic energy, hartree: -2096.52911